1.
2 unconnected molecules or ions with the total composition C3H3Br2NO, computed with ωB97M-V/def2-TZVPD.

The maximum force is 0.038 hartree/bohr. Its highest occupied orbital energy is -9.41 eV. The calculation puts the LUMO energy at -0.219 eV. The SMILES is [O-][N+]#CBr.C=CBr.

Geometry as ORCA input:
```
! wB97M-V def2-TZVPD RIJCOSX def2/J DEFGRID3
* xyz 0 1
O -1.2258 0.8230 2.4732
N -1.4164 0.8717 1.3053
C -1.3709 0.5265 0.1842
Br -1.7287 1.0437 -1.4767
C 1.2571 0.1433 -0.4008
C 0.7785 -1.0873 -0.2160
Br 0.7022 -2.3675 -1.6324
H 1.0792 0.9163 0.3213
H 1.6252 0.4936 -1.3023
H 0.2996 -1.3631 0.7442
*
```

These are the natural (NBO) partial charges, in e, on atoms 1 to 2:
1 O -0.377
2 N 0.169

***

2.
A molecular structure, C41H43AlN4O4P, computed with ωB97M-V/def2-TZVPD.

The maximum force is 0.096 hartree/bohr. Its highest occupied orbital energy is -9.48 eV. The calculation puts the LUMO energy at -5.153 eV.

Geometry as ORCA input:
```
! wB97M-V def2-TZVPD RIJCOSX def2/J DEFGRID3
* xyz 1 1
Al 2.7773 -1.3221 1.4000
O 2.4657 -0.6484 -0.2716
C 2.5848 0.6837 -0.5242
C 2.4764 1.0644 -1.8442
C 2.1281 2.3596 -2.1718
C 1.8848 3.3849 -1.1608
C 2.3456 3.0770 0.0923
C 2.7632 1.7328 0.4326
C 3.3401 1.4606 1.6848
N 3.3280 0.2440 2.2677
N 3.8169 0.1643 3.5519
C 4.0127 -1.1321 3.8223
O 3.6847 -2.0523 2.9006
C 4.1779 -1.6500 5.1444
C 4.6140 -0.8289 6.1608
C 4.8187 -1.2158 7.4796
C 4.7662 -2.6154 7.7073
C 4.2741 -3.5260 6.7023
C 3.9550 -3.0015 5.4259
H 2.5494 0.2335 -2.5941
H 2.1313 2.7784 -3.2323
H 1.3746 4.3211 -1.4002
H 2.3529 3.7325 0.9490
H 3.8896 2.2518 2.2188
H 4.8021 0.1827 5.8800
H 4.9219 -0.6026 8.3550
H 5.1420 -3.1081 8.6078
H 4.1691 -4.6089 6.9500
H 3.5869 -3.6572 4.6432
O -2.8180 -0.7513 6.5598
C -3.1593 -1.0503 5.2255
O -4.3300 -1.3493 4.9781
C -2.0470 -1.0938 4.2037
C -2.2905 -1.9742 3.1051
C -1.2770 -2.3662 2.2981
C -0.0348 -1.7693 2.4620
C 0.1918 -0.7456 3.3682
C -0.8532 -0.4120 4.2694
N 1.0868 -2.2724 1.7726
C 1.1700 -3.5604 1.2779
C 2.3000 -3.9490 0.4808
C 2.4966 -5.2077 -0.1586
C 3.6911 -5.4860 -0.7663
C 4.7381 -4.5178 -0.7304
C 4.5079 -3.3193 -0.1842
N 3.3436 -3.0571 0.4168
H -1.8504 -0.7001 6.6089
H -3.2904 -2.2766 3.0384
H -1.3739 -3.0951 1.5113
H 1.1318 -0.2157 3.5239
H -0.6912 0.4986 4.8531
H 0.4150 -4.3207 1.4928
H 1.6866 -5.9129 -0.1204
H 3.8108 -6.5317 -0.9482
H 5.7388 -4.7680 -1.2012
H 5.2757 -2.5628 -0.1608
C -5.2607 0.8131 -2.3328
C -4.3291 0.5436 -3.5073
C -4.9403 0.9417 -4.8362
C -4.0466 -0.9970 -3.6110
P -2.5561 1.3389 -3.2712
C -2.8926 2.9231 -2.4323
C -2.3797 3.0213 -1.1519
C -2.5489 4.1816 -0.3938
C -3.3707 5.2625 -0.8884
C -3.9059 5.2119 -2.1576
C -3.6823 4.0093 -2.8814
C -1.5849 1.7016 -4.9016
C -1.6274 0.4462 -5.8629
C -2.1789 2.9457 -5.5855
C -0.1421 1.9229 -4.5396
H -6.1336 0.1460 -2.3354
H -5.5817 1.8794 -2.3616
H -4.6998 0.6020 -1.3832
H -6.0304 0.5881 -4.7866
H -4.5826 0.4435 -5.7727
H -4.9817 2.0937 -4.9537
H -5.0489 -1.4536 -3.4396
H -3.3335 -1.3006 -2.8193
H -3.5979 -1.2640 -4.5557
H -1.9171 2.1877 -0.6343
H -2.1184 4.2539 0.5947
H -3.4881 6.1268 -0.2076
H -4.4396 6.0216 -2.6516
H -4.1945 3.8417 -3.8400
H -2.6790 0.3099 -6.2619
H -1.2318 -0.3958 -5.3459
H -0.9291 0.7397 -6.7618
H -3.2749 2.8915 -5.8517
H -1.6597 3.2840 -6.5233
H -2.0947 3.8096 -4.8793
H 0.3514 0.9771 -4.3166
H 0.0306 2.5524 -3.5928
H 0.3784 2.4639 -5.3199
*
```

These are the Mulliken partial charges, in e, on atoms 1 to 2:
1 Al -0.202
2 O -0.497

***

3.
A molecular structure, C53H59AuN6P2Si, computed with ωB97M-V/def2-TZVPD.

The maximum force is 0.022 hartree/bohr. Its highest occupied orbital energy (spin up / spin down) is -10.46 / -12.86 eV. As for the expectation value of S²: 2.026. The calculation puts the LUMO energy (spin up / spin down) at -4.674 / -7.316 eV.

Geometry as ORCA input:
```
! wB97M-V def2-TZVPD RIJCOSX def2/J DEFGRID3
* xyz 2 3
Au -0.0803 0.1703 0.1553
C -0.6764 2.4549 3.0746
Si -1.0472 0.7621 2.2655
C -2.9218 0.7798 1.9189
C -3.8238 0.8058 2.9752
C -5.1833 0.9549 2.7673
C -5.6655 1.1201 1.4791
C -4.7901 1.0984 0.4098
C -3.4236 0.9117 0.6199
P -2.3536 0.7968 -0.8464
C -3.4627 0.0631 -2.0953
C -4.0829 -1.1397 -1.7496
C -4.9552 -1.7488 -2.6314
C -5.1904 -1.1872 -3.8783
C -4.5531 -0.0083 -4.2351
C -3.6874 0.6155 -3.3538
C -2.1772 2.4822 -1.4953
C -2.8058 3.6048 -0.9704
C -2.5922 4.8393 -1.5615
C -1.7558 4.9570 -2.6600
C -1.1352 3.8359 -3.1946
C -1.3331 2.6040 -2.6034
C -0.2643 -0.5447 3.4158
C -0.8916 -0.9679 4.5805
C -0.2786 -1.8573 5.4459
C 0.9697 -2.3702 5.1378
C 1.6103 -1.9689 3.9795
C 1.0063 -1.0541 3.1235
P 1.9733 -0.4035 1.7139
C 3.4658 0.1354 2.6355
C 3.5078 1.4418 3.1122
C 4.6079 1.8875 3.8232
C 5.6712 1.0298 4.0628
C 5.6341 -0.2710 3.5861
C 4.5401 -0.7208 2.8689
C 2.6880 -1.7871 0.7670
C 2.2630 -3.1086 0.8084
C 2.7882 -4.0279 -0.0851
C 3.7579 -3.6503 -0.9985
C 4.2009 -2.3363 -1.0326
C 3.6539 -1.4085 -0.1681
H -1.1839 2.5308 4.0324
H -1.0169 3.2792 2.4550
H 0.3836 2.5777 3.2728
H -3.4584 0.7049 3.9850
H -5.8580 0.9517 3.6086
H -6.7214 1.2558 1.3088
H -5.1675 1.2320 -0.5955
H -3.9093 -1.5546 -0.7640
H -5.4815 -2.6475 -2.3405
H -5.8820 -1.6568 -4.5621
H -4.7502 0.4469 -5.1939
H -3.2287 1.5532 -3.6333
H -3.4587 3.5168 -0.1127
H -3.0794 5.7161 -1.1619
H -1.5859 5.9263 -3.0973
H -0.5049 3.9318 -4.0678
H -0.8412 1.7129 -2.9757
H -1.8707 -0.5894 4.8310
H -0.7715 -2.1480 6.3618
H 1.4434 -3.0737 5.8060
H 2.5947 -2.3544 3.7546
H 2.6691 2.1030 2.9273
H 4.6478 2.9033 4.1879
H 6.5368 1.3737 4.6100
H 6.4635 -0.9395 3.7672
H 4.5263 -1.7347 2.4931
H 1.5491 -3.4285 1.5519
H 2.4465 -5.0519 -0.0643
H 4.1794 -4.3836 -1.6681
H 4.9782 -2.0465 -1.7249
H 3.9874 -0.3765 -0.1973
C 0.9068 3.1985 -0.2196
N 2.0664 2.7226 -0.9284
C 3.2747 3.3985 -0.4998
C 2.1140 1.7085 -1.8160
N 1.3084 0.6506 -1.6883
C 1.1646 -0.3331 -2.6051
C 1.4287 -0.1702 -3.9887
C 1.7273 -1.2404 -4.7886
C 1.7761 -2.5309 -4.2301
C 1.2667 -2.7316 -2.9768
C 0.7408 -1.6628 -2.2108
N -0.1301 -1.8602 -1.1987
C -0.9182 -2.9385 -1.1585
N -1.2454 -3.6704 -2.2656
C -1.5277 -3.0995 -3.5603
C -1.2700 -5.1193 -2.2596
N -1.5101 -3.2960 -0.0089
C -1.0911 -2.8375 1.2896
C -2.7167 -4.0925 0.0555
N 3.0851 1.8216 -2.7691
C 3.4214 3.1003 -3.3697
C 3.9714 0.7567 -3.1755
H 0.7376 4.2527 -0.4560
H 1.0592 3.1178 0.8577
H 0.0179 2.6407 -0.4931
H 3.3494 3.2927 0.5846
H 3.2506 4.4656 -0.7303
H 4.1576 2.9436 -0.9343
H 1.4402 0.8306 -4.3931
H 1.9778 -1.1021 -5.8274
H 2.1537 -3.3584 -4.8105
H 1.2108 -3.7235 -2.5573
H -1.5601 -2.0145 -3.5064
H -2.5047 -3.4644 -3.8893
H -0.7865 -3.4012 -4.3065
H -0.9176 -5.5131 -1.3120
H -0.5992 -5.4810 -3.0449
H -2.2649 -5.5112 -2.4749
H -0.1841 -2.2532 1.2035
H -0.9287 -3.6952 1.9474
H -1.8680 -2.2144 1.7388
H -3.2012 -4.1487 -0.9130
H -3.4010 -3.6197 0.7617
H -2.5205 -5.1042 0.4185
H 2.6993 3.8637 -3.0955
H 3.3928 2.9763 -4.4559
H 4.4286 3.4360 -3.1130
H 3.7048 -0.1729 -2.6841
H 4.9966 1.0198 -2.8991
H 3.9335 0.6177 -4.2582
*
```

These are the natural (NBO) partial charges, in e, on atoms 1 to 2:
1 Au 0.678
2 C -1.126

***

4.
A gas-phase ion, C8H8I3N4OS (charge +1), computed with ωB97M-V/def2-TZVPD.

The maximum force is 0.174 hartree/bohr. Its highest occupied orbital energy is -11.22 eV. The calculation puts the LUMO energy at -5.314 eV.

Geometry as ORCA input:
```
! wB97M-V def2-TZVPD RIJCOSX def2/J DEFGRID3
* xyz 1 1
C 2.4701 -1.1046 0.7611
C 2.8760 0.2776 -0.0223
I 4.9233 -0.0643 -0.8430
C 1.8942 0.6841 -1.2707
I 2.5555 -0.3970 -3.1071
N 0.4675 0.2397 -1.0329
N 0.0401 -0.7956 -1.8521
C -1.3805 -1.0608 -1.3968
N -1.6949 -0.1095 -0.2634
C -2.9148 0.0783 0.6110
C -4.3410 -0.3343 -0.0843
O -4.4723 -1.5591 -0.6274
I -6.0171 1.0945 -0.0699
C -0.4832 0.8036 0.0013
N -0.3479 1.9161 1.0176
C 0.4031 1.4628 2.1072
S 1.7027 1.3681 3.2505
H 3.0040 -1.0835 1.8279
H 1.3274 -1.2365 0.9799
H 2.8652 -2.0241 0.1378
H 2.9836 1.2238 0.6625
H 2.0026 1.8452 -1.5143
H -2.1194 -1.8675 -1.8438
H -2.9084 1.2103 0.9594
H -2.8357 -0.5673 1.6120
*
```

These are the natural (NBO) partial charges, in e, on atoms 1 to 2:
1 C -0.682
2 C -0.371

***

5.
2 unconnected molecules or ions with the total composition C7H14N, computed with ωB97M-V/def2-TZVPD.

The maximum force is 0.086 hartree/bohr. Its highest occupied orbital energy is -13.90 eV. The calculation puts the LUMO energy at -3.943 eV.

Geometry as ORCA input:
```
! wB97M-V def2-TZVPD RIJCOSX def2/J DEFGRID3
* xyz 1 1
C -2.5975 -0.3601 0.2495
C -2.1468 -0.5218 -0.8389
C 1.3580 -0.2871 -0.1517
C -2.9292 -0.1085 1.6282
C 1.2747 -1.5961 0.4833
C 2.5605 0.5818 0.2215
C 0.4104 1.4132 -1.6645
N 0.2970 0.1664 -0.7570
H -2.0675 -0.3715 -1.8555
H -0.4268 -0.5355 -0.8750
H -2.0307 -0.0078 2.2590
H -3.4954 -1.0335 2.0279
H -3.6131 0.7774 1.7324
H 1.6867 -1.5716 1.5589
H 1.7480 -2.2823 -0.1159
H 0.1684 -1.7435 0.5473
H 3.4354 0.0838 -0.1490
H 2.7265 0.5616 1.3164
H 2.4181 1.7084 -0.1278
H 1.3095 1.3787 -2.2598
H 0.3992 2.2954 -1.0070
H -0.4853 1.4524 -2.2224
*
```

These are the natural (NBO) partial charges, in e, on atoms 1 to 2:
1 C 0.150
2 C -0.418

***

6.
12 unconnected molecules or ions with the total composition C33H73N7O24S4, computed with ωB97M-V/def2-TZVPD.

The maximum force is 0.096 hartree/bohr. Its highest occupied orbital energy (spin up / spin down) is -10.27 / -10.27 eV. As for the expectation value of S²: 0.772. The calculation puts the LUMO energy (spin up / spin down) at -2.708 / -8.366 eV.

Geometry as ORCA input:
```
! wB97M-V def2-TZVPD RIJCOSX def2/J DEFGRID3
* xyz 1 2
C 14.3540 -17.2387 -19.5684
C 14.2001 -15.6702 -19.7870
O 13.1417 -15.2658 -20.1587
N 15.3100 -14.9570 -19.6640
C 15.4511 -13.5086 -19.8171
H 14.7989 -17.7397 -20.4282
H 13.3717 -17.6695 -19.3746
H 14.9944 -17.4287 -18.7070
H 16.0998 -15.4220 -19.2396
H 14.4859 -13.0180 -19.9432
H 16.1198 -13.3020 -20.6527
H 15.8142 -13.1412 -18.8572
C 6.7114 -11.0175 -18.4080
C 7.8016 -10.2381 -17.6464
O 8.7160 -10.9194 -17.1200
N 7.5030 -8.9610 -17.5514
C 8.3610 -7.9818 -16.8359
H 6.0636 -11.5536 -17.7144
H 7.1812 -11.8374 -18.9512
H 6.2430 -10.2699 -19.0482
H 6.5317 -8.7744 -17.7561
H 9.0000 -7.3916 -17.4926
H 9.1023 -8.4653 -16.1996
H 7.7565 -7.2547 -16.2938
C 11.6296 -12.3622 -21.5044
C 10.4910 -12.9001 -20.6528
O 9.4161 -12.3588 -20.6957
N 10.7744 -13.9871 -19.9282
C 9.7348 -14.5576 -19.0584
H 12.2919 -13.1497 -21.8642
H 12.3816 -11.7213 -21.0441
H 11.3334 -11.9106 -22.4512
H 11.6740 -14.4424 -19.8697
H 10.2119 -15.2554 -18.3703
H 8.9133 -15.0003 -19.6217
H 9.3630 -13.7395 -18.4415
C 10.0043 -9.1656 -20.0196
C 10.8937 -8.7642 -21.1010
O 11.7608 -7.9076 -20.9716
N 10.6171 -9.3524 -22.2213
C 11.5453 -9.2913 -23.3272
H 8.9611 -8.8843 -20.1632
H 10.3348 -8.6920 -19.0952
H 10.0197 -10.2500 -19.9103
H 9.9685 -10.1242 -22.2808
H 10.9560 -9.2097 -24.2405
H 12.1512 -10.1885 -23.2002
H 12.2633 -8.4715 -23.3056
C 16.5441 -6.6858 -17.4266
C 17.0303 -6.1270 -18.6908
O 17.2726 -4.9050 -18.7507
N 17.2303 -6.9674 -19.7187
C 17.7538 -6.5856 -21.0171
H 16.9044 -6.0391 -16.6266
H 16.7135 -7.7594 -17.3440
H 15.4721 -6.5204 -17.5343
H 17.2246 -7.9644 -19.5567
H 18.5301 -7.3304 -21.1922
H 18.1835 -5.5872 -21.0990
H 17.0009 -6.6555 -21.8022
C 18.3327 -11.0093 -20.7104
C 17.8762 -10.5225 -19.3396
O 17.0553 -9.6348 -19.3425
N 18.4023 -11.0861 -18.2474
C 18.0427 -10.8359 -16.8722
H 19.1305 -11.7290 -20.5269
H 18.7247 -10.1146 -21.1941
H 17.4411 -11.3308 -21.2486
H 19.1806 -11.6987 -18.4449
H 17.2257 -10.1148 -16.8462
H 18.9250 -10.4778 -16.3416
H 17.6074 -11.7170 -16.4007
C 14.7688 -2.9387 -18.0525
C 13.7659 -3.8971 -18.6448
O 13.3600 -3.6948 -19.8187
N 13.4920 -4.9472 -17.8587
C 12.8757 -6.1764 -18.3202
H 15.7990 -3.2923 -18.0950
H 14.5017 -2.7804 -17.0076
H 14.7933 -1.9913 -18.5909
H 13.9563 -4.9624 -16.9618
H 12.0290 -6.3674 -17.6609
H 13.5064 -7.0633 -18.2598
H 12.5361 -6.1990 -19.3557
C 14.3464 -15.0810 -16.2325
C 12.8590 -15.3231 -16.4200
O 12.6405 -16.7336 -16.2505
S 13.9617 -17.4892 -15.6947
O 14.2116 -18.7939 -16.3444
O 14.1920 -17.3277 -14.2549
O 14.8937 -16.3397 -16.4235
H 14.5066 -14.8030 -15.1908
H 14.7015 -14.3339 -16.9422
H 12.5033 -15.0364 -17.4096
H 12.3280 -14.7086 -15.6930
C 13.1980 -11.5909 -12.7973
C 12.9031 -10.2019 -13.3879
O 14.1713 -9.5936 -13.6546
S 15.3745 -10.3648 -12.8628
O 15.4562 -9.8839 -11.4803
O 16.6169 -10.3895 -13.6409
O 14.5519 -11.8059 -12.8863
H 12.7012 -12.4282 -13.2875
H 12.9882 -11.6207 -11.7281
H 12.3518 -9.6210 -12.6484
H 12.3096 -10.1783 -14.3018
C 18.5752 -12.4447 -11.9374
C 19.2589 -12.2997 -13.3162
O 18.8533 -13.4923 -13.9554
S 17.2642 -13.7660 -13.7043
O 16.9941 -15.2190 -13.4768
O 16.4445 -13.0462 -14.6405
O 17.2980 -13.0165 -12.2127
H 18.3843 -11.4985 -11.4310
H 19.0998 -13.1650 -11.3096
H 20.3302 -12.1706 -13.1619
H 18.8795 -11.4672 -13.9088
C 9.7295 -13.6629 -15.2946
C 8.3305 -13.5082 -14.7346
O 7.6780 -14.6645 -14.9951
S 8.6324 -15.9093 -15.4278
O 8.0220 -16.7288 -16.4624
O 9.0353 -16.5169 -14.1621
O 9.7293 -14.8999 -16.0161
H 10.4846 -13.6305 -14.5093
H 10.0352 -12.8739 -15.9817
H 7.8515 -12.6851 -15.2648
H 8.3805 -13.2797 -13.6700
C 14.4361 -10.4922 -17.5758
C 13.0275 -9.9581 -17.8727
C 12.2025 -11.2746 -17.8534
O 13.0005 -12.0234 -16.8808
C 14.2514 -11.4767 -16.5156
H 15.1588 -9.8021 -17.1404
H 14.7870 -10.9162 -18.5166
H 13.0247 -9.3635 -18.7862
H 12.6547 -9.4576 -16.9790
H 12.1616 -11.7721 -18.8224
H 11.1638 -11.1118 -17.5661
H 15.0959 -12.1458 -16.6806
H 14.3842 -11.0775 -15.5101
*
```

These are the Mulliken partial charges, in e, on atoms 1 to 2:
1 C -1.189
2 C 0.515

***

7.
2 unconnected molecules or ions with the total composition C3H9N3O2, computed with ωB97M-V/def2-TZVPD.

The maximum force is 0.021 hartree/bohr. Its highest occupied orbital energy is -9.73 eV. The calculation puts the LUMO energy at 0.489 eV. The SMILES is NC(N)=O.CNC=O.

Geometry as ORCA input:
```
! wB97M-V def2-TZVPD RIJCOSX def2/J DEFGRID3
* xyz 0 1
N 0.9891 -1.2237 -2.3801
C -0.2206 -0.5513 -2.4632
N -1.3170 -1.3481 -2.7097
O -0.3036 0.6537 -2.3404
H 1.7343 -0.6220 -2.0706
H 0.9421 -2.1272 -1.9273
H -1.1850 -2.2221 -3.1831
H -2.0813 -0.8113 -3.0827
C 1.1560 1.0023 1.7418
N -0.2755 0.7968 1.8919
C -0.8691 0.8603 3.1017
O -0.3218 1.0376 4.1568
H 1.5347 1.4199 2.6706
H 1.3735 1.7023 0.9388
H 1.6650 0.0524 1.5788
H -0.8640 0.6631 1.0854
H -1.9568 0.7172 2.9912
*
```

These are the natural (NBO) partial charges, in e, on atoms 1 to 2:
1 N -0.851
2 C 0.772

***

8.
2 unconnected molecules or ions with the total composition CH3N5O6, computed with ωB97M-V/def2-TZVPD.

The maximum force is 0.068 hartree/bohr. Its highest occupied orbital energy (spin up / spin down) is -10.45 / -8.67 eV. The calculation puts the LUMO energy (spin up / spin down) at -1.973 / -2.136 eV.

Geometry as ORCA input:
```
! wB97M-V def2-TZVPD RIJCOSX def2/J DEFGRID3
* xyz 0 1
C 1.3805 -1.0432 0.5716
N 0.0887 0.6948 -0.4676
N 0.2709 -0.3408 0.4491
N 1.5682 -1.6591 1.8324
N -0.3707 -2.8192 -0.1127
N 2.1607 -1.3296 -0.6092
O 0.8173 -1.3209 2.7472
O -0.2290 -3.9620 -0.3788
O 1.5299 -0.9579 -1.5914
O 2.4807 -2.4787 1.9718
O -1.2136 -2.0552 -0.3266
O 3.2413 -1.7711 -0.4975
H -0.8972 0.8688 -0.5325
H 0.2596 0.4197 -1.5344
H -0.1883 -0.2771 1.3699
*
```

These are the natural (NBO) partial charges, in e, on atoms 1 to 2:
1 C 0.228
2 N -0.603

***

Among the records above, which one has the lowest maximum force?
C3H9N3O2

***

Which formula does entry 5 have?
C7H14N